The following is a DFT calculation (ωB97M-V/def2-TZVPD) of a single C11H22N2 molecule.

Values from the calculation:
spin multiplicity = 1
SMILES = CC1(C)C[C@]2(C)CNC[C@](N)(C1)C2
LUMO energy = 0.0293 Ha
energy relative to the best compared isomer or geometry (same formula, charge and spin) = 0.0 kcal/mol
F_max = 2.11 eV/Å
HOMO energy = -8.380 eV
HOMO-LUMO gap = 9.2 eV
total energy = -541.84509 Eh
net charge = 0

XYZ file:
```
35
C11H22N2 ωB97M-V/def2-TZVPD
C -1.0234 -2.4609 -1.2451
C -0.1826 -1.2237 -0.9114
C 0.9920 -1.2304 -1.9057
C -1.0672 0.0492 -1.0822
C -0.6914 1.2433 -0.1333
C -1.8124 2.3157 -0.2782
C 0.5999 1.9699 -0.5047
N 1.8372 1.2655 -0.0926
C 1.8156 0.5357 1.2037
C 0.5246 -0.2292 1.4965
N 0.5528 -0.6578 2.9113
C 0.3026 -1.4481 0.5891
C -0.6374 0.7090 1.3300
H -1.4367 -2.3372 -2.2757
H -1.8927 -2.5388 -0.5676
H -0.3919 -3.3709 -1.2168
H 1.5980 -2.1244 -1.7404
H 0.6086 -1.2813 -2.9347
H 1.6135 -0.3373 -1.8373
H -0.9839 0.3750 -2.1103
H -2.0772 -0.2568 -0.9270
H -1.6890 3.0178 0.5727
H -2.8427 1.8974 -0.2139
H -1.7308 2.8263 -1.2424
H 0.6787 2.0025 -1.5894
H 0.5987 2.9710 -0.0621
H 2.6325 1.8932 -0.1668
H 1.9375 1.2694 2.0015
H 2.6661 -0.1635 1.2228
H -0.3932 -0.9404 3.2419
H 1.2520 -1.4371 3.0677
H -0.4629 -2.0326 1.1272
H 1.2007 -2.0589 0.6480
H -1.5870 0.2086 1.5945
H -0.5084 1.5796 2.0306
```